The ion C10H15N2OS with charge +1 at a distorted geometry. Source: the OMol25 dataset; level of theory: ωB97M-V/def2-TZVPD.

XYZ file:
```
29
Properties=species:S:1:pos:R:3:lowdin_charge:R:1
C -1.86 -1.49 -2.51 -0.036
C -1.29 -0.96 -1.36 -0.026
C -1.97 -0.67 -3.63 -0.122
C -0.98 1.08 -2.56 -0.089
C -0.84 0.36 -1.37 -0.173
C -1.21 0.96 1.01 -0.334
C -0.21 1.02 -0.17 -0.362
C 0.71 0.37 2.74 -0.398
C 2.25 1.20 -0.13 -0.078
C 1.23 -1.92 2.99 0.000
N -1.53 0.57 -3.64 0.079
N 1.06 0.44 0.23 -0.107
O 0.35 -0.87 2.59 -0.119
S -0.34 1.65 2.44 1.115
H -2.21 -2.51 -2.54 0.109
H -1.21 -1.57 -0.47 0.114
H -2.44 -1.02 -4.54 0.115
H -0.63 2.10 -2.65 0.121
H -2.08 1.57 0.82 0.106
H -1.52 -0.06 1.25 0.085
H -0.04 2.08 -0.39 0.143
H 1.61 0.61 3.29 0.122
H 2.40 1.28 -1.21 0.095
H 2.17 2.20 0.29 0.089
H 3.12 0.71 0.30 0.089
H 2.18 -1.54 3.36 0.106
H 1.40 -2.57 2.12 0.109
H 0.73 -2.50 3.77 0.115
H 1.14 -0.53 -0.05 0.131
```

Calculated values
F_max	1.4	eV/Å
orbital gap	7.87	eV
charge	+1
E	-26468.253	eV
spin multiplicity	1
LUMO level	-4.6	eV
HOMO	-12.5	eV



The ion C10H15N2Se with charge +1 at a distorted geometry. Source: the OMol25 dataset; level of theory: ωB97M-V/def2-TZVPD.

XYZ file:
```
28
Properties=species:S:1:pos:R:3:lowdin_charge:R:1
C -0.73 -1.93 0.41 -0.077
C 0.67 -1.68 0.50 -0.257
C -1.57 -0.90 0.37 -0.405
C 1.82 2.29 0.63 -0.058
C 2.74 1.37 0.41 -0.032
C 0.72 1.82 1.53 -0.136
C 2.41 -0.06 0.92 -0.058
C 1.60 -2.85 0.54 -0.028
C -3.40 0.50 -1.92 -0.149
C -3.32 1.13 -0.50 -0.490
N 0.18 0.48 1.21 0.079
N 0.97 -0.42 0.81 -0.094
Se -2.97 -0.12 0.94 1.186
H -0.92 -3.04 0.17 0.178
H 1.84 3.41 0.40 0.147
H 3.63 1.66 -0.06 0.095
H 1.14 1.57 2.47 0.126
H -0.07 2.42 1.60 0.079
H 3.10 -0.87 0.59 0.130
H 2.70 -0.12 1.93 0.124
H 2.46 -2.86 1.19 0.077
H 1.13 -3.74 0.65 0.040
H 2.19 -2.96 -0.51 0.149
H -2.89 1.09 -2.58 0.024
H -3.02 -0.53 -2.03 0.073
H -4.53 0.64 -2.20 0.115
H -4.35 1.63 -0.36 0.105
H -2.47 1.81 -0.54 0.058
```

Calculated values
F_max	5.4	eV/Å
orbital gap	7.48	eV
charge	+1
E	-78926.881	eV
spin multiplicity	1
LUMO level	-4.2	eV
HOMO	-11.7	eV



An isolated molecule of C10H15N3 at a distorted geometry. Source: the OMol25 dataset; level of theory: ωB97M-V/def2-TZVPD.

XYZ file:
```
28
Properties=species:S:1:pos:R:3:lowdin_charge:R:1
C -0.78 -0.86 2.09 -0.121
C -2.43 0.18 0.85 -0.248
C -2.60 1.12 -0.39 -0.131
C -1.12 1.26 -0.86 -0.132
C -0.19 0.72 0.28 -0.265
C 1.16 0.27 -0.16 -0.140
C 2.22 1.02 0.29 -0.104
C 3.67 -0.34 -0.76 -0.142
C 2.65 -1.13 -1.41 -0.011
C 1.36 -0.85 -1.04 -0.267
H 0.07 -1.74 1.89 0.132
H -0.25 0.10 2.73 0.147
H -1.67 -1.36 2.54 0.079
H -3.25 -0.47 1.03 0.098
H -2.47 0.76 1.87 0.136
H -3.23 0.53 -1.12 0.121
H -3.18 1.93 -0.06 0.074
H -0.64 2.31 -1.27 0.166
H -1.00 0.61 -1.75 0.090
H -0.20 1.43 1.14 0.138
H 1.86 1.83 0.91 0.112
H 4.72 -0.62 -0.94 0.108
H 2.88 -2.05 -1.87 0.090
H 0.36 -2.31 -2.11 0.135
H -0.50 -1.42 -0.94 0.050
N -1.13 -0.38 0.79 -0.269
N 3.49 0.81 -0.10 0.051
N 0.20 -1.36 -1.63 0.105
```

Calculated values
F_max	3.8	eV/Å
orbital gap	9.60	eV
charge	0
E	-15081.553	eV
spin multiplicity	1
LUMO level	0.9	eV
HOMO	-8.7	eV



An isolated molecule of C10H15N3O2 at a distorted geometry. Source: the OMol25 dataset; level of theory: ωB97M-V/def2-TZVPD.

XYZ file:
```
30
Properties=species:S:1:pos:R:3:lowdin_charge:R:1
C -1.91 -0.25 -1.67 -0.451
C -0.48 1.53 -1.71 -0.425
C 0.24 -1.06 1.80 -0.297
C 1.10 -0.73 0.84 -0.244
C 0.96 0.47 0.01 -0.252
C -0.97 -0.25 2.15 -0.056
C 0.42 -2.29 2.64 -0.054
C 2.34 -1.52 0.50 -0.023
C 1.97 1.55 0.02 -0.021
C -2.45 1.76 -3.17 -0.001
N -1.61 1.06 -2.24 0.016
N -0.95 -0.54 -0.80 0.264
N -0.08 0.48 -0.78 0.021
O -2.89 -0.86 -1.99 0.137
O 0.14 2.55 -1.89 0.107
H -0.95 0.02 3.21 0.086
H -1.86 -0.85 1.97 0.088
H -1.04 0.66 1.56 0.070
H 1.41 -2.32 3.09 0.081
H 0.30 -3.18 2.02 0.090
H -0.32 -2.33 3.44 0.074
H 2.24 -1.92 -0.51 0.091
H 2.50 -2.34 1.18 0.064
H 3.22 -0.88 0.51 0.078
H 2.62 1.44 0.88 0.089
H 1.49 2.52 0.04 0.082
H 2.57 1.53 -0.90 0.093
H -2.37 1.30 -4.16 0.099
H -3.48 1.68 -2.83 0.097
H -2.14 2.80 -3.22 0.096
```

Calculated values
F_max	6.9	eV/Å
orbital gap (alpha / beta)	6.85 / 6.42	eV
charge	0
<S²>	2.019
E	-19175.671	eV
spin multiplicity	3
LUMO level (alpha / beta)	0.7 / -2.5	eV
HOMO (alpha / beta)	-6.1 / -8.9	eV



An isolated molecule of C10H15N5S at a distorted geometry. Source: the OMol25 dataset; level of theory: ωB97M-V/def2-TZVPD.

XYZ file:
```
31
Properties=species:S:1:pos:R:3:lowdin_charge:R:1
C -3.28 -2.04 -0.25 -0.113
C -3.43 -0.80 0.58 -0.349
C -2.90 0.56 0.25 -0.174
C -1.33 0.34 0.46 -0.192
C 0.67 1.87 0.35 -0.314
C 2.31 0.27 1.36 -0.237
C 1.89 -0.97 0.55 -0.544
C 1.21 -2.01 1.07 -0.165
C 0.78 -2.90 0.00 -0.242
C 1.02 -2.54 -1.28 -0.394
H -3.99 -1.80 -1.18 0.113
H -2.09 -2.15 -0.60 0.116
H -3.61 -2.90 0.36 0.067
H -4.42 -0.51 0.86 0.096
H -2.89 -1.09 1.53 0.114
H -3.04 1.22 1.06 0.094
H -3.04 0.95 -0.82 0.133
H -1.30 0.11 1.56 0.137
H -1.04 -0.58 -0.05 0.087
H 1.67 2.20 2.05 0.143
H 3.34 0.83 0.99 0.158
H 2.54 -0.17 2.45 0.146
H 0.76 -2.07 2.19 0.173
H 0.30 -3.87 0.31 0.115
H 0.78 -3.02 -2.18 0.049
N -0.62 1.48 0.05 -0.063
N -1.07 2.34 -0.98 0.051
N -0.07 3.21 -1.25 -0.040
N 1.05 2.92 -0.47 0.042
N 1.32 1.33 1.56 -0.006
S 1.89 -1.05 -1.22 0.999
```

Calculated values
F_max	5.3	eV/Å
orbital gap	10.04	eV
charge	0
E	-28894.403	eV
spin multiplicity	1
LUMO level	0.5	eV
HOMO	-9.5	eV



A cluster of 2 separate species, C10H15NO in total at a distorted geometry. Source: the OMol25 dataset; level of theory: ωB97M-V/def2-TZVPD.

XYZ file:
```
27
Properties=species:S:1:pos:R:3:lowdin_charge:R:1
C 1.64 -2.31 -0.86 -0.059
C 2.08 -0.46 2.41 -0.089
C 2.34 -1.15 1.25 -0.064
C 0.82 -0.56 2.99 -0.093
C 1.33 -1.73 0.48 -0.286
C -0.19 -1.20 2.28 -0.090
C 0.05 -1.69 1.00 -0.061
H 2.77 0.30 2.78 0.102
H 3.38 -1.14 0.95 0.107
H 0.55 -0.08 3.92 0.101
H -1.18 -1.24 2.71 0.103
H 1.84 -3.38 -0.92 0.082
H 2.46 -1.73 -1.25 0.069
H -0.82 -1.81 0.39 0.103
H 0.83 -2.20 -1.59 0.074
C -1.12 1.73 -1.82 -0.177
C -0.21 2.84 -1.35 -0.097
C -2.23 1.36 -0.85 -0.563
O -2.39 1.85 0.24 0.056
N -3.10 0.42 -1.33 0.143
H -1.56 1.80 -2.82 0.112
H -0.49 0.83 -1.89 0.110
H 0.00 2.82 -0.28 0.074
H -3.89 0.14 -0.78 0.103
H -3.03 -0.02 -2.23 0.093
H -0.59 3.86 -1.49 0.075
H 0.71 2.75 -1.92 0.070
```

Calculated values
F_max	1.1	eV/Å
orbital gap	9.70	eV
charge	0
E	-14151.064	eV
spin multiplicity	1
LUMO level	0.7	eV
HOMO	-9.0	eV



An isolated molecule of C10H15NO3S2. Source: the OMol25 dataset; level of theory: ωB97M-V/def2-TZVPD.

XYZ file:
```
31
Properties=species:S:1:pos:R:3:lowdin_charge:R:1
C -1.01 -0.37 2.53 -0.101
H -1.84 -0.39 1.83 0.088
O 0.00 0.42 1.94 -0.217
C 1.13 0.58 2.76 -0.234
C 2.27 1.11 1.90 -0.198
N 2.92 0.02 1.21 -0.130
S 2.10 -1.24 0.48 0.655
O 1.48 -2.06 1.48 -0.282
O 3.09 -1.85 -0.35 -0.290
C 0.84 -0.55 -0.59 -0.281
C 1.13 0.56 -1.37 -0.059
C 0.17 1.06 -2.22 -0.101
C -1.08 0.44 -2.30 -0.538
C -1.36 -0.68 -1.52 -0.073
C -0.39 -1.17 -0.67 -0.059
H -0.57 -2.03 -0.05 0.119
H -2.31 -1.17 -1.58 0.095
S -2.23 1.17 -3.42 0.898
C -3.70 0.11 -3.30 -0.395
H -4.42 0.54 -4.00 0.030
H -3.45 -0.90 -3.60 0.039
H -4.11 0.14 -2.29 0.037
H 0.37 1.92 -2.84 0.104
H 2.11 1.01 -1.32 0.117
H 3.67 0.31 0.60 0.104
H 3.01 1.60 2.53 0.125
H 1.84 1.85 1.20 0.121
H 1.43 -0.38 3.20 0.120
H 0.90 1.29 3.57 0.130
H -0.64 -1.39 2.70 0.086
H -1.34 0.06 3.48 0.092
```

Calculated values
F_max	0.9	eV/Å
orbital gap	9.04	eV
charge	0
E	-39915.376	eV
spin multiplicity	1
LUMO level	0.7	eV
HOMO	-8.4	eV



A cluster of 2 separate species, C10H16 in total at a distorted geometry. Source: the OMol25 dataset; level of theory: ωB97M-V/def2-TZVPD.

XYZ file:
```
26
Properties=species:S:1:pos:R:3:lowdin_charge:R:1
C -1.28 -3.21 -0.13 -0.059
C 0.28 -0.09 -1.29 -0.129
C 1.28 0.21 -0.34 -0.104
C -0.34 -1.28 -1.38 -0.065
C -0.12 -2.29 -0.40 -0.270
C 1.47 -0.75 0.60 -0.099
C 0.86 -2.02 0.56 -0.053
H -0.02 0.78 -1.87 0.099
H 1.66 1.21 -0.28 0.086
H -1.24 -1.43 -2.00 0.117
H 2.16 -0.60 1.47 0.116
H -1.73 -3.55 -1.05 0.074
H -1.91 -2.67 0.57 0.090
H 1.06 -2.71 1.39 0.108
H -0.92 -4.14 0.32 0.080
C -0.46 2.91 0.03 -0.312
C 0.40 3.46 1.13 -0.135
C -1.30 1.71 0.56 -0.124
H -1.23 3.67 -0.20 0.104
H 0.14 2.58 -0.83 0.076
H 1.38 2.94 1.15 0.068
H -0.78 0.99 1.18 0.065
H -2.12 2.25 1.04 0.077
H -1.69 1.04 -0.19 0.051
H 0.35 4.53 1.22 0.063
H 0.15 3.08 2.14 0.078
```

Calculated values
F_max	2.6	eV/Å
orbital gap	9.93	eV
charge	0
E	-10628.236	eV
spin multiplicity	1
LUMO level	1.0	eV
HOMO	-8.9	eV



A cluster of 2 separate species, C10H16 in total at a distorted geometry. Source: the OMol25 dataset; level of theory: ωB97M-V/def2-TZVPD.

XYZ file:
```
26
Properties=species:S:1:pos:R:3:lowdin_charge:R:1
C -1.19 -1.25 -3.01 -0.310
C -1.88 -0.52 -1.85 -0.112
C 0.33 -1.23 -3.00 -0.129
H -1.50 -2.29 -2.94 0.091
H -1.59 -0.92 -3.97 0.095
H -2.73 -1.03 -1.40 0.066
H 0.73 -2.05 -2.39 0.062
H 0.76 -1.31 -4.00 0.065
H -2.28 0.43 -2.20 0.064
H -1.19 -0.34 -1.02 0.045
H 0.77 -0.33 -2.56 0.064
C -0.29 2.12 3.33 -0.057
C 0.35 -0.93 1.14 -0.105
C -0.22 -0.09 2.09 -0.057
C 1.51 -0.55 0.49 -0.111
C 0.34 1.14 2.38 -0.284
C 2.11 0.67 0.80 -0.085
C 1.49 1.53 1.69 -0.056
H -0.09 -1.91 0.98 0.105
H -1.06 -0.45 2.69 0.110
H 1.91 -1.15 -0.32 0.092
H 3.06 0.88 0.32 0.103
H -0.60 3.05 2.87 0.082
H 0.44 2.38 4.11 0.081
H 1.92 2.50 1.89 0.110
H -1.11 1.64 3.88 0.071
```

Calculated values
F_max	1.0	eV/Å
orbital gap	10.07	eV
charge	0
E	-10629.338	eV
spin multiplicity	1
LUMO level	1.0	eV
HOMO	-9.0	eV



A cluster of 2 separate species, C10H16 in total at a distorted geometry. Source: the OMol25 dataset; level of theory: ωB97M-V/def2-TZVPD.

XYZ file:
```
26
Properties=species:S:1:pos:R:3:lowdin_charge:R:1
C -2.21 -0.88 -1.56 -0.206
C -3.66 -0.80 -1.07 -0.091
C -1.23 -0.81 -0.41 -0.238
C -1.15 0.20 0.53 -0.060
C -0.37 -1.90 -0.21 -0.050
C -0.30 0.13 1.62 -0.096
C 0.54 -1.94 0.83 -0.097
C 0.57 -0.94 1.79 -0.099
H -2.05 -1.81 -2.09 0.095
H -1.98 -0.13 -2.32 0.110
H -3.76 -0.11 -0.22 0.063
H -1.66 1.15 0.35 0.115
H -0.39 -2.78 -0.85 0.107
H -0.25 0.99 2.28 0.101
H 1.21 -2.79 0.90 0.100
H 1.21 -1.03 2.66 0.101
H -3.99 -1.79 -0.76 0.075
H -4.30 -0.36 -1.84 0.068
C 2.80 2.41 0.58 -0.181
C 3.16 1.45 -0.53 -0.155
H 3.11 2.03 1.53 0.051
H 3.24 3.42 0.56 0.061
H 1.74 2.69 0.65 0.056
H 4.17 1.10 -0.38 0.056
H 3.08 1.90 -1.52 0.065
H 2.49 0.60 -0.52 0.046
```

Calculated values
F_max	1.4	eV/Å
orbital gap	10.09	eV
charge	0
E	-10629.327	eV
spin multiplicity	1
LUMO level	1.0	eV
HOMO	-9.1	eV



A cluster of 2 separate species, C10H16 in total at a distorted geometry. Source: the OMol25 dataset; level of theory: ωB97M-V/def2-TZVPD.

XYZ file:
```
26
Properties=species:S:1:pos:R:3:lowdin_charge:R:1
C -2.23 3.00 -1.53 -0.174
C -3.11 2.58 -0.38 -0.154
H -1.50 2.29 -1.81 -0.007
H -2.83 2.86 -2.44 0.069
H -1.80 4.06 -1.48 0.099
H -3.68 1.67 -0.76 0.100
H -3.58 3.46 -0.10 0.043
H -2.65 2.20 0.46 0.020
C 1.21 -1.19 2.18 -0.241
C 1.45 -2.53 2.73 -0.150
C 0.95 -1.15 0.65 -0.240
C 1.61 -2.06 -0.18 -0.031
C 0.33 -0.02 0.05 -0.039
C 1.54 -1.66 -1.56 -0.102
C 0.49 0.40 -1.33 -0.088
C 1.10 -0.48 -2.18 -0.117
H 0.63 -0.52 2.88 0.117
H 2.08 -0.45 2.26 0.137
H 0.74 -3.26 2.34 0.082
H 2.11 -2.90 0.31 0.103
H -0.08 0.78 0.72 0.109
H 1.94 -2.48 -2.22 0.106
H 0.04 1.40 -1.57 0.082
H 1.26 -0.35 -3.30 0.127
H 1.64 -2.69 3.88 0.118
H 2.33 -2.97 2.37 0.032
```

Calculated values
F_max	4.1	eV/Å
orbital gap	9.81	eV
charge	0
E	-10627.155	eV
spin multiplicity	1
LUMO level	1.0	eV
HOMO	-8.8	eV



A cluster of 2 separate species, C10H16 in total at a distorted geometry. Source: the OMol25 dataset; level of theory: ωB97M-V/def2-TZVPD.

XYZ file:
```
26
Properties=species:S:1:pos:R:3:lowdin_charge:R:1
C -1.82 -0.96 -0.26 -0.305
C -2.32 0.42 0.35 -0.110
C -2.80 -1.63 -1.16 -0.131
H -0.65 -0.89 -0.61 0.137
H -1.55 -1.52 0.64 0.083
H -2.88 0.28 1.22 0.023
H -3.00 1.05 -0.33 0.089
H -3.83 -1.23 -1.01 0.093
H -2.71 -1.39 -2.18 0.049
H -1.37 1.01 0.65 0.057
H -2.67 -2.64 -1.08 0.036
C 1.53 -0.90 1.99 -0.059
C 1.27 2.21 -0.21 -0.105
C 1.07 1.36 0.91 -0.086
C 1.79 1.79 -1.42 -0.087
C 1.54 0.07 0.82 -0.311
C 2.46 0.48 -1.43 -0.099
C 2.33 -0.24 -0.31 -0.118
H 0.92 3.30 -0.23 0.121
H 0.46 1.65 1.78 0.114
H 1.48 2.23 -2.38 0.101
H 3.29 0.28 -2.17 0.123
H 2.55 -0.79 2.44 0.090
H 1.39 -2.00 1.68 0.105
H 2.68 -1.31 -0.44 0.129
H 0.82 -0.62 2.75 0.060
```

Calculated values
F_max	4.0	eV/Å
orbital gap	9.76	eV
charge	0
E	-10627.430	eV
spin multiplicity	1
LUMO level	1.0	eV
HOMO	-8.8	eV



What are the energy above the lowest of the compared OMol25 structures with the same formula, charge and spin values for these records? In order: 103.83 437.90 227.58 0.00 416.08 49.69 9.95 145.46 39.15 40.22 249.77 223.26 kJ/mol.